1.
ORCA calculation (ωB97M-V/def2-TZVPD) on a cluster of 2 separate species, C2H6NOPS2 in total at a distorted geometry.

Last columns: bonded neighbours and bond lengths (Å).
CARTESIAN COORDINATES (ANGSTROEM)
1 C 0.3568 -0.6914 -0.3552  C2 1.489, N3 1.417, H8 1.118, H9 1.094
2 C -1.0374 -1.2109 -0.4161  C1 1.489, O4 1.404, H10 1.143, H11 1.097
3 N 0.4410 0.2144 0.7308  C1 1.417, P5 1.707, H12 1.050
4 O -1.8667 -0.6032 0.5398  C2 1.404, P5 1.625
5 P -1.1116 0.6046 1.3226  N3 1.707, O4 1.625, S6 1.881
6 S -1.3339 0.7839 3.1814  P5 1.881
7 S 2.0503 2.7451 -0.6377  H13 1.305
8 H 1.1604 -1.4623 -0.2502  C1 1.118
9 H 0.6897 -0.2641 -1.3054  C1 1.094
10 H -1.5716 -1.0856 -1.4183  C2 1.143
11 H -0.7653 -2.2714 -0.4788  C2 1.097
12 H 0.9912 1.0962 0.8824  N3 1.050
13 H 1.9971 2.1447 -1.7954  S7 1.305

Results
LUMO level (alpha / beta)	-1.0400 / -3.0895	eV
charge	0
E_tot	-36665.668	eV
energy relative to the best compared isomer or geometry (same formula, charge and spin)	86.3	kcal per mole
gap between HOMO and LUMO (alpha / beta)	8.0 / 4.6	eV

2.
ORCA calculation (ωB97M-V/def2-TZVPD) on a cluster of 2 separate species, C2H6NOS in total at a distorted geometry.

Last columns: bonded neighbours and bond lengths (Å).
CARTESIAN COORDINATES (ANGSTROEM)
1 C 0.9904 -2.1996 -2.4395  S2 1.955, H3 1.155, H4 1.098, H5 1.105
2 S 0.1578 -1.1174 -1.0410  C1 1.955
3 H 1.5855 -2.9974 -1.8541  C1 1.155
4 H 1.7281 -1.6011 -2.9904  C1 1.098
5 H 0.1113 -2.5818 -2.9889  C1 1.105
6 C -0.6283 1.4546 1.9017  N7 1.284, O8 1.230, H9 1.234
7 N -0.5495 1.0476 0.6867  C6 1.284, H10 1.055, H11 1.063
8 O -0.3722 2.5394 2.4208  C6 1.230
9 H -0.8824 0.4730 2.6044  C6 1.234
10 H 0.2821 1.4055 0.1442  N7 1.055
11 H -0.6991 0.0011 0.7946  N7 1.063

Results
LUMO level	4.0631	eV
charge	-1
E_tot	-16544.209	eV
energy relative to the best compared isomer or geometry (same formula, charge and spin)	48.9	kcal per mole
gap between HOMO and LUMO	6.9	eV

3.
ORCA calculation (ωB97M-V/def2-TZVPD) on a cluster of 2 separate species, C2H6NOS in total at a distorted geometry.

Last columns: bonded neighbours and bond lengths (Å).
CARTESIAN COORDINATES (ANGSTROEM)
1 C 2.0398 0.0985 0.9841  S2 1.861, H3 1.093, H4 1.092, H5 1.101
2 S 1.7397 -0.9850 -0.4991  C1 1.861
3 H 1.8601 -0.4524 1.9103  C1 1.093
4 H 1.4249 1.0009 0.9636  C1 1.092
5 H 3.0877 0.4268 1.0629  C1 1.101
6 C -2.1536 -0.0777 -1.1830  N7 1.331, O8 1.230, H9 1.096
7 N -1.1690 0.1214 -0.3091  C6 1.331, H10 1.060, H11 1.011
8 O -3.3476 -0.0819 -0.8898  C6 1.230
9 H -1.9001 -0.1173 -2.2487  C6 1.096
10 H -0.1256 -0.0032 -0.4502  N7 1.060
11 H -1.4564 0.0699 0.6591  N7 1.011

Results
LUMO level	4.1376	eV
charge	-1
E_tot	-16545.479	eV
energy relative to the best compared isomer or geometry (same formula, charge and spin)	19.6	kcal per mole
gap between HOMO and LUMO	7.0	eV

4.
ORCA calculation (ωB97M-V/def2-TZVPD) on a cluster of 2 separate species, C2H6NP in total at a distorted geometry.

Last columns: bonded neighbours and bond lengths (Å).
CARTESIAN COORDINATES (ANGSTROEM)
1 C 1.2140 0.7167 -0.2437  N3 1.401, P4 1.839, H6 1.027
2 C -1.5859 -0.4720 -0.1890  P4 1.886, H7 1.098, H8 1.069, H9 1.181
3 N 1.0863 -0.3950 0.5990  C1 1.401, P4 1.784, H10 1.026
4 P 0.1526 -0.6332 -0.9025  C1 1.839, C2 1.886, N3 1.784
5 H 0.8518 2.1668 0.5190  no bonds
6 H 2.1928 0.9308 -0.4669  C1 1.027
7 H -2.3150 -0.8710 -0.9070  C2 1.098
8 H -1.8228 0.5676 -0.1191  C2 1.069
9 H -1.6515 -1.0128 0.8584  C2 1.181
10 H 1.8777 -0.9978 0.8518  N3 1.026

Results
LUMO level	0.6963	eV
charge	0
E_tot	-12946.342	eV
energy relative to the best compared isomer or geometry (same formula, charge and spin)	55.1	kcal per mole
gap between HOMO and LUMO	9.5	eV